Record 1
Molecular formula: C23H48ClN2O3
Method: DFT, ωB97M-V/def2-TZVPD

Geometry as XYZ:
```
77
Properties=species:S:1:pos:R:3:lowdin_charge:R:1
C -2.33248 -1.05352 -2.21603 -0.202
H -0.28043 3.85794 -0.74033 0.120
H 1.61360 -0.82320 -4.32054 0.059
H -0.80315 0.33408 -2.71321 0.061
C -1.73747 3.25939 -3.81053 -0.569
H -0.71646 1.18959 3.80704 0.049
H -2.69828 -0.77359 0.23199 0.110
H -1.31778 1.52416 6.21701 0.103
C -1.12653 3.85304 -1.43344 -0.219
H 0.75101 -1.66975 6.38994 0.096
H -4.34291 -0.27783 -0.00094 0.107
C 2.70170 -0.88042 -4.26636 -0.102
H -1.96946 0.06066 4.33736 0.066
C -3.01793 1.29783 0.62941 -0.119
H 0.06766 4.19329 -3.17017 0.093
C 3.19125 -2.24761 -4.73526 -0.269
H 2.77839 -0.58800 8.42020 0.070
C -4.00218 0.60613 -2.45318 -0.511
C -1.34836 2.95042 1.39312 -0.737
C 1.81621 -1.02823 8.14826 -0.120
C -1.83885 2.15626 0.15539 -0.289
H 4.28460 -2.27655 -4.70791 0.095
H -4.65871 2.45237 -1.58341 0.070
N -3.03004 0.09719 -1.62892 -0.050
H -0.89278 -0.13366 6.58227 0.091
H -2.96973 3.62091 -0.61642 0.100
H 1.52191 -3.39059 -4.01620 0.106
C 2.61242 -3.40597 -3.92381 -0.231
C -0.64853 0.71022 5.92613 -0.270
H 0.98620 2.04264 5.54554 0.115
H -5.79909 1.65473 -2.66975 0.082
H 4.93358 -2.49352 -2.55298 0.098
H -1.46674 4.88919 -1.50298 0.121
H -1.94887 -1.66758 -1.40406 0.105
N -2.22022 3.02790 -0.94185 -0.023
H -3.02535 -1.66837 -2.79059 0.113
C 2.97021 -3.39046 -2.43669 -0.230
C 1.85439 0.11091 5.86154 -0.230
H 6.25140 -4.60021 -2.38823 0.066
C 1.70599 -1.19802 6.63558 -0.276
H 4.76616 -5.53737 -2.22062 0.072
H 1.84907 -0.10704 4.79116 0.103
H 3.00031 -0.67470 -3.23768 0.070
H -0.30980 -0.50004 4.14406 0.065
C -0.61621 3.42148 -2.80680 -0.272
H 2.48323 -1.89073 6.29933 0.100
O -0.40519 2.42685 2.02347 -0.069
H 3.10963 -0.08572 -4.89205 0.071
H -3.90380 1.92017 0.75738 0.110
Cl -1.09927 3.38441 -5.50404 0.484
C -3.30798 0.02289 -0.18631 -0.153
H -5.58620 1.03519 -1.03563 0.073
H -0.32254 -1.33186 -2.99191 0.049
H 2.51368 -2.51919 -1.96032 0.102
H 1.02829 -0.38221 8.53752 0.062
H 2.51361 -4.26470 -1.96123 0.108
C 5.19311 -4.62967 -2.65270 -0.116
C 4.46783 -3.39024 -2.13596 -0.270
C 0.78975 1.16510 6.16692 -0.228
C -1.14574 -0.62701 -3.09597 -0.064
H -2.74173 0.95049 1.62782 0.112
C -0.92231 0.34435 4.46953 -0.108
H 5.12937 -4.71134 -3.73885 0.063
O -1.98849 3.98024 1.64289 -0.035
H 1.73346 -1.99071 8.65742 0.063
H 0.89190 1.49899 7.20537 0.096
H 4.60211 -3.32540 -1.05334 0.104
C -5.07189 1.49302 -1.87764 0.008
H 2.93743 -4.35083 -4.36993 0.098
H -2.21919 2.29253 -3.74762 0.037
H -2.46290 4.06195 -3.72306 0.070
O -3.97951 0.38601 -3.65368 0.030
H 2.91041 -2.38661 -5.78272 0.103
H -0.02303 2.50719 -2.74537 0.095
H -1.45596 -0.51607 -4.13026 0.073
H 2.84000 0.53876 6.07623 0.106
H -1.04579 1.47010 -0.15240 0.141
```

Properties
lowest unoccupied orbital energy: 2.6 eV
highest occupied orbital energy: -4.51 eV
orbital gap: 7.1 eV
total charge: -1


Record 2
Molecular formula: C40H95F3NO16P
Method: DFT, ωB97M-V/def2-TZVPD

Geometry as XYZ:
```
156
Properties=species:S:1:pos:R:3:lowdin_charge:R:1
C 7.38291 2.46870 6.40040 -0.501
H -4.63662 7.04344 -6.21104 0.137
H -7.00108 -1.01380 0.13424 0.060
C 8.15098 -6.17993 -0.78645 -0.054
H -5.20575 2.09772 0.32456 0.072
C 13.11112 -4.44717 -1.99424 -0.502
H 4.65226 4.35466 3.29062 0.074
H 8.61446 -4.19600 -0.11240 0.140
C -10.56819 -0.65343 0.59913 -0.046
C 6.53627 4.83080 3.21145 -0.498
H -11.79272 -2.31968 1.17045 0.137
C -6.06456 -4.44546 2.58598 -0.054
H -4.77793 6.74479 -3.42154 0.090
H -5.86628 9.19971 -5.82157 0.080
H 11.50361 -3.81870 -3.25742 0.070
C -9.39782 2.33417 -3.93687 -0.063
C -6.89667 1.13516 0.46256 -0.497
H 6.17057 3.40870 1.63017 0.046
H 7.29619 5.01566 3.97130 0.124
H -7.85477 2.51504 -0.89641 0.080
O 8.85756 -4.26833 -2.10304 -0.062
H -1.92762 2.67167 -4.69448 0.081
H -4.80078 3.52289 -3.76008 0.077
C 12.52823 -3.50775 -3.03509 -0.061
H -11.00776 0.02436 1.33118 0.086
O 0.46266 -3.03758 1.52076 0.193
H 9.04585 3.36212 5.88997 0.090
H 5.54273 5.92412 1.63716 0.079
H 0.33400 1.67659 0.53478 0.105
C 8.02181 1.45716 7.33909 -0.063
H -9.37161 3.16259 -4.64604 0.081
C 1.37297 -0.78227 1.41184 -0.070
C -6.28774 -0.25702 0.46138 -0.058
H 12.49135 -2.48740 -2.65388 0.081
H -6.80264 7.79654 -5.28039 0.079
H -2.51379 7.63025 -5.08274 0.077
F -0.66334 0.77553 -1.42071 0.123
C 3.71772 -5.67627 2.63742 -0.500
H 6.16936 -4.58394 -1.90356 0.087
H -4.98559 -2.93658 1.50574 0.127
H 7.56252 4.17818 7.70372 0.082
C -2.75762 3.91885 -3.14231 -0.499
C -5.48268 -3.88611 1.29749 -0.500
H -11.90959 2.79306 -2.84560 0.081
C -4.48943 -4.84435 0.66056 -0.057
H 8.44028 -4.65988 -2.87893 0.088
H -10.71490 1.06890 -5.06542 0.137
H 5.50574 -6.24338 1.57065 0.067
H -12.81619 1.76507 -3.96001 0.079
H 4.18227 -7.40008 1.41859 0.084
O 5.34113 4.52576 3.94331 -0.067
H 7.24580 6.35580 1.84408 0.079
C 6.33281 6.08581 2.37653 -0.062
O 4.35564 -1.73518 -0.00431 0.180
H 7.29647 1.07047 8.05635 0.078
O -6.52352 -3.55302 0.37772 -0.074
C -7.42121 1.51413 -0.91238 -0.062
H -11.04563 -0.48437 -0.36822 0.071
H -6.60478 -5.37475 2.38462 0.083
H -10.25648 -4.09334 0.35503 0.081
H -1.18433 4.26978 -4.57738 0.079
H -10.61956 0.76803 -2.27401 0.061
H -8.52327 1.70453 -4.10236 0.080
C 6.67998 -4.15164 -1.03759 -0.057
O 12.35418 -4.36531 -0.78801 -0.056
C 4.42408 -6.33420 1.46355 -0.061
C 2.20664 -5.76538 2.50707 -0.062
H 14.11718 -4.12375 -1.72014 0.135
H -3.28483 9.10013 -5.70212 0.080
C -11.91538 2.36947 -3.85415 -0.062
H 7.62013 -6.49317 0.11343 0.070
H -6.99280 -4.36652 0.15781 0.087
H -5.96372 8.80738 -4.09971 0.082
H 2.81742 1.87404 2.83060 0.098
H 1.86113 -5.30220 1.58471 0.063
H -2.91404 4.98250 -2.96437 0.121
C -4.07873 3.18126 -3.01768 -0.062
H 8.43691 0.62050 6.77694 0.078
F -2.46844 0.77823 -0.24474 0.130
H -5.28050 -4.65890 3.31353 0.081
C -3.38279 8.28171 -4.98781 -0.059
H 6.02529 3.31704 7.86331 0.080
H -3.92614 2.10499 -3.14747 0.083
H -6.76754 -3.74004 3.03006 0.075
F -1.18008 -0.94840 -0.23896 0.146
O 2.53201 1.94401 -0.44387 -0.128
P 3.27001 1.28220 0.81170 0.495
H 13.10164 -3.51419 -3.96353 0.078
C -10.73140 -2.10033 1.04116 -0.490
O 2.50841 2.12281 1.94625 -0.131
H -10.57674 -2.94122 -0.95480 0.083
H -4.49917 3.33934 -2.02270 0.071
H -9.05266 -2.86373 -0.05104 0.061
N 4.80244 1.36635 0.79280 -0.109
H 11.44440 -4.60834 -1.00281 0.068
C 2.57426 -0.38034 0.95886 -0.068
H -4.08135 -4.41909 -0.25627 0.080
H 13.58265 -6.53962 -1.73690 0.077
H -6.60354 1.51779 -1.63938 0.078
O -10.65770 0.41231 -3.16972 -0.063
H -9.20884 -2.12680 2.25493 0.079
H 7.87768 3.84498 1.82418 0.083
H 5.29482 0.48147 0.82603 0.004
C -1.18215 0.39381 -0.23223 -0.599
H 9.18141 -6.53127 -0.72036 0.075
H -3.66451 -5.06668 1.33852 0.080
C -4.66496 7.49815 -5.21906 -0.500
H 6.32167 4.34307 6.44935 0.065
H 6.66667 -3.06816 -1.15068 0.076
C -5.89846 8.37900 -5.10394 -0.062
H -8.17945 0.80829 -1.25744 0.066
H -7.71787 1.17482 1.18172 0.131
C 6.78246 3.64661 7.15010 -0.056
H -5.94096 -0.51861 1.46250 0.081
C 6.94790 3.64504 2.35967 -0.066
C 0.15994 -0.04714 1.90478 -0.097
C -10.12607 -3.05994 0.03154 -0.052
H -1.13242 1.61736 1.49370 0.141
H -9.32616 2.74581 -2.92642 0.069
H 7.68253 -6.66917 -1.64541 0.083
H 6.59966 1.98096 5.81682 0.135
O 2.65446 -2.71287 1.09461 0.132
H 3.91821 -7.16641 3.88001 0.086
H 13.77422 -5.96110 -3.40103 0.077
H 1.88390 -6.81099 2.50570 0.084
H -4.98425 -5.78589 0.40540 0.082
H 4.01209 -4.62622 2.68476 0.129
H -9.50555 -0.40849 0.50543 0.058
H 7.09239 2.76473 2.98532 0.068
H -0.60444 -0.79928 2.12856 0.128
H 12.15714 -6.23311 -2.73509 0.078
O -10.15471 -2.30183 2.33031 -0.050
C -0.41929 0.99804 0.93937 -0.038
O -1.87156 3.48694 -2.10802 -0.059
H -11.96158 3.19315 -4.56785 0.079
H 4.12543 -5.87409 0.52037 0.078
O 8.32444 2.91979 5.42840 -0.059
O -5.95492 2.10008 0.93243 -0.049
H 6.11352 -4.41318 -0.14359 0.061
C 13.16551 -5.88108 -2.49898 -0.064
H 3.18705 2.05231 -1.15242 0.097
C 8.10587 -4.66895 -0.95465 -0.495
H -1.71891 2.54370 -2.23656 0.051
C -2.13051 3.73145 -4.51314 -0.054
H 0.40530 0.44876 2.85066 0.134
O 4.15964 -6.23328 3.87525 -0.050
H -3.37687 8.70682 -3.98006 0.082
H 6.03576 6.92456 3.00717 0.077
C -10.67363 1.51950 -4.07222 -0.497
C 3.35327 -1.61184 0.60983 -0.408
H -5.42585 -0.29568 -0.21164 0.084
H 8.83712 1.92449 7.89881 0.080
H -2.79535 4.09504 -5.29742 0.077
C 1.37273 -2.29208 1.38648 -0.379
H 1.71973 -5.26809 3.34641 0.083
O -4.74729 6.39289 -4.31893 -0.064
```

Properties
lowest unoccupied orbital energy: -1.6 eV
SMILES: N=P(O)(O)C1=C(CCC(F)(F)F)C(=O)OC1=O.CC(C)O.CC(C)O.CC(C)O.CC(C)O.CC(C)O.CC(C)O.CC(C)O.CC(C)O.CC(C)O.CC(C)O.CC(C)O
highest occupied orbital energy: -9.91 eV
orbital gap: 8.3 eV
total charge: 0


Record 3
Molecular formula: C5H10O2
Method: DFT, ωB97M-V/def2-TZVPD

Geometry as XYZ:
```
17
Properties=species:S:1:pos:R:3:lowdin_charge:R:1
H 0.02033 -1.43309 -1.97082 0.119
C 0.71542 0.55282 0.16089 -0.213
H -0.73275 1.91183 1.18413 0.116
O -1.39981 -1.56903 -0.45292 -0.071
C 0.80968 -0.54954 1.27118 -0.142
H -1.16224 1.10945 -0.79765 0.111
O 0.09290 0.27683 2.19608 -0.105
C -0.78758 -0.85158 -1.51017 -0.268
C 0.22854 1.40664 1.34724 -0.175
H 0.33472 -1.51810 1.10439 0.100
H -1.00692 -2.44228 -0.40258 0.082
H 0.96252 2.13006 1.72723 0.117
H 1.85705 -0.70174 1.59277 0.118
H 0.19920 0.97987 -1.90301 0.113
H -1.54192 -0.67909 -2.29500 0.115
H 1.68999 0.87521 -0.21538 0.125
C -0.27914 0.50176 -1.03639 -0.143
```

Properties
energy relative to the best compared isomer or geometry (same formula, charge and spin): 63.3 kcal per mole
lowest unoccupied orbital energy: 0.8 eV
highest occupied orbital energy: -9.43 eV
orbital gap: 10.3 eV
total charge: 0


Record 4
Molecular formula: FH12O6
Method: DFT, ωB97M-V/def2-TZVPD

Geometry as XYZ:
```
19
Properties=species:S:1:pos:R:3:lowdin_charge:R:1
O 2.30037 -0.51311 1.59358 -0.100
H -1.52863 0.08789 0.72858 -0.043
H 1.45637 -0.54911 -0.63742 -0.003
H -2.12363 -2.11411 -0.81942 0.031
O 2.29437 -0.86711 -1.06742 -0.094
H 2.26737 -0.44611 -1.92842 0.009
O -1.47163 -2.43411 -0.15342 -0.130
O -2.45363 0.35689 0.87658 -0.091
H -0.28563 1.29089 0.95658 -0.048
H -0.28463 0.07589 -1.31742 -0.030
H -0.98763 -1.55611 0.02058 -0.003
O -0.12863 2.04189 1.52058 -0.068
O -0.13963 0.42789 -2.19642 -0.063
H -2.63063 0.96989 0.13558 0.041
H 2.59637 0.40989 1.40358 0.049
H -0.82463 2.64789 1.27458 0.016
H 0.56837 1.03089 -2.03442 0.011
H 1.39337 -0.58311 1.29358 -0.029
F -0.01763 -0.27711 0.35058 -0.454
```

Properties
energy relative to the best compared isomer or geometry (same formula, charge and spin): 19.1 kcal per mole
lowest unoccupied orbital energy: 3.5 eV
highest occupied orbital energy: -6.64 eV
orbital gap: 10.1 eV
total charge: -1


> Among the records above, which one has the lowest orbital gap?

C23H48ClN2O3